Record 1
Density functional theory data (ωB97M-V/def2-TZVPD) for a gas-phase ion, C2H6NO3 (charge +1).

**Kohn-Sham gap**: 0.40629 Ha
**LUMO energy**: -4.43 eV
**Strongest force on any atom**: 5.298 eV/Å
**Total charge**: +1
**SMILES string**: [NH3+]C(O)(O)C=O
**HOMO**: -15.489 eV
**ΔE to the lowest compared entry with this formula, charge and spin**: 166.2 kJ/mol

Geometry as XYZ:
```
12
Properties=species:S:1:pos:R:3:mulliken_charge:R:1
N 0.0803 -1.2381 0.0592 -0.277
C 0.0181 0.3274 -0.2602 0.585
O -0.7021 0.7641 -1.2619 -0.461
O -0.5888 0.7994 1.0750 -0.582
C 1.4946 0.7803 -0.2988 -0.078
O 2.3818 0.1672 0.2534 -0.418
H 0.9559 -1.6045 0.1764 0.318
H -0.4114 -1.8465 -0.5981 0.343
H -0.4040 -1.0752 0.9832 0.384
H -1.7214 0.6922 -1.1213 0.403
H -0.5703 1.8081 1.2050 0.366
H 1.7222 1.7713 -0.7318 0.418
```

Record 2
Density functional theory data (ωB97M-V/def2-TZVPD) for a molecular structure, C22H27IN2NiOSSi.

**Kohn-Sham gap (spin up / spin down)**: 0.28311 / 0.28452 Ha
**LUMO energy (spin up / spin down)**: 0.06 / 0.10 eV
**Strongest force on any atom**: 3.157 eV/Å
**Total charge**: 0
**HOMO (spin up / spin down)**: -7.639 / -7.640 eV
**ΔE to the lowest compared entry with this formula, charge and spin**: 86.6 kJ/mol

Geometry as XYZ:
```
56
Properties=species:S:1:pos:R:3:mulliken_charge:R:1
Ni -0.3020 0.1756 -0.2843 -0.205
C 3.2723 0.3175 -1.7391 -1.518
C 2.9774 0.1076 -0.2852 0.694
C 3.9821 0.1931 0.6713 -0.748
C 3.6552 0.0016 2.0097 -0.437
C 2.3640 -0.3060 2.3614 -0.528
C 1.3864 -0.4056 1.3517 1.244
N 1.7227 -0.1716 0.0496 -0.368
N 0.0854 -0.6940 1.5468 -0.058
Si -0.4537 -1.8283 2.7424 -0.121
C 0.4642 -3.4831 2.4450 -1.104
C -2.3320 -2.0506 2.5502 -1.041
C -0.0905 -1.3811 4.5792 -1.186
H 3.9610 1.1500 -1.8708 0.372
H 2.3507 0.5148 -2.2837 0.250
H 3.7333 -0.5756 -2.1631 0.357
H 4.9962 0.4214 0.3803 0.432
H 4.4147 0.0864 2.7726 0.456
H 2.0734 -0.4365 3.3878 0.284
H 0.4459 -3.7614 1.3965 0.322
H 0.0213 -4.2930 3.0146 0.393
H 1.5062 -3.3987 2.7387 0.341
H -2.5811 -2.4223 1.5646 0.279
H -2.8684 -1.1207 2.6956 0.310
H -2.7106 -2.7622 3.2763 0.363
H 0.9518 -1.5544 4.8281 0.391
H -0.6811 -2.0136 5.2355 0.340
H -0.3259 -0.3491 4.8185 0.354
O 0.1090 1.9627 -1.3367 -0.659
S 0.0727 2.4713 0.0572 0.804
C 1.4440 3.6555 0.1075 0.406
C 1.9440 4.1351 -1.0866 -0.198
C 2.9927 5.0362 -1.0678 -0.706
C 3.5362 5.4378 0.1421 -0.414
C 3.0462 4.9276 1.3344 -0.698
C 1.9934 4.0263 1.3207 -0.307
C -1.2351 3.7257 0.0369 0.260
C -1.7670 4.1182 -1.1774 -0.199
C -2.8361 4.9960 -1.1979 -0.768
C -3.3733 5.4568 -0.0063 -0.387
C -2.8299 5.0608 1.2077 -0.622
C -1.7497 4.1969 1.2320 -0.313
H 1.5109 3.7826 -2.0104 0.431
H 3.3872 5.4162 -1.9974 0.414
H 4.3540 6.1427 0.1565 0.402
H 3.4876 5.2203 2.2751 0.419
H 1.6080 3.6071 2.2382 0.414
H -1.3558 3.7098 -2.0888 0.466
H -3.2617 5.3003 -2.1423 0.396
H -4.2287 6.1148 -0.0209 0.393
H -3.2618 5.4065 2.1356 0.388
H -1.3149 3.8772 2.1677 0.417
I -2.7302 0.5789 -2.5230 -0.129
C -2.2802 -0.2529 -0.5684 -1.112
H -2.4765 -1.3234 -0.6623 0.600
H -3.0131 0.1983 0.1084 0.439
```

Record 3
Density functional theory data (ωB97M-V/def2-TZVPD) for 2 unconnected molecules or ions with the total composition C13H19FN2O4S.

**Kohn-Sham gap**: 0.36124 Ha
**LUMO energy**: 0.53 eV
**Strongest force on any atom**: 0.979 eV/Å
**Total charge**: 0
**SMILES string**: [H]/N=C(\C)CN(c1ccccc1)S(=O)(=O)F.CCOC(C)=O
**HOMO**: -9.304 eV
**ΔE to the lowest compared entry with this formula, charge and spin**: 0.0 kJ/mol

Geometry as XYZ:
```
40
Properties=species:S:1:pos:R:3:mulliken_charge:R:1
H 1.8904 -0.0324 2.5286 0.292
N 1.4534 0.8197 2.1809 -0.783
C 0.3314 0.5720 1.6416 1.315
C -0.2616 -0.8038 1.5233 -1.190
C -0.3708 1.8214 1.1171 -1.615
N -1.6624 1.7035 0.4108 0.184
C -2.8097 1.3332 1.1987 1.006
C -2.7238 1.2636 2.5841 -0.339
C -3.8444 0.9412 3.3356 -0.765
C -5.0631 0.6879 2.7265 -0.533
C -5.1510 0.7791 1.3472 -0.720
C -4.0438 1.1072 0.5880 -0.520
S -1.6501 1.0207 -1.1066 1.068
O -1.9473 -0.3679 -1.1056 -0.510
O -2.2956 1.8843 -2.0272 -0.574
F -0.1094 1.1362 -1.3758 -0.192
H -0.1101 -1.2074 0.5205 0.164
H 0.2324 -1.4617 2.2393 0.504
H -1.3329 -0.8339 1.7148 0.262
H 0.3307 2.3300 0.4649 0.508
H -0.5316 2.5043 1.9493 0.609
H -1.7962 1.4417 3.1105 0.276
H -3.7501 0.8821 4.4131 0.381
H -5.9202 0.4231 3.3305 0.391
H -6.0912 0.6016 0.8414 0.385
H -4.1402 1.1928 -0.4867 0.401
C 2.4426 -0.8576 -1.2964 -0.374
C 3.9407 -0.6818 -1.4237 -0.755
O 4.6180 -1.9239 -1.6331 -0.384
C 4.7504 -2.4922 -2.8506 0.721
C 3.9965 -1.9197 -4.0298 -0.866
O 5.4321 -3.4727 -2.9528 -0.560
H 2.0013 -1.2572 -2.2100 0.306
H 1.9733 0.0959 -1.0726 0.051
H 2.2193 -1.5563 -0.4891 0.257
H 4.2053 0.0356 -2.2019 0.404
H 4.3515 -0.2998 -0.4905 0.343
H 3.0767 -2.4897 -4.1569 0.240
H 4.6113 -2.0534 -4.9159 0.311
H 3.7481 -0.8656 -3.9413 0.301
```

Record 4
Density functional theory data (ωB97M-V/def2-TZVPD) for 6 unconnected molecules or ions with the total composition H12O6.

**Kohn-Sham gap**: 0.36991 Ha
**LUMO energy**: -0.20 eV
**Strongest force on any atom**: 0.749 eV/Å
**Total charge**: 0
**SMILES string**: O.O.O.O.O.O
**HOMO**: -10.269 eV
**ΔE to the lowest compared entry with this formula, charge and spin**: 127.2 kJ/mol

Geometry as XYZ:
```
18
Properties=species:S:1:pos:R:3:mulliken_charge:R:1
O 2.9680 -0.9726 2.6895 -0.631
H 3.4296 -1.2978 3.4682 0.295
H 2.0286 -1.1515 2.8622 0.377
O 0.9565 -1.9167 -2.0741 -0.643
H 0.2543 -1.8538 -2.7287 0.294
H 0.8497 -1.1218 -1.5071 0.414
O 0.1811 -1.0477 3.4281 -0.647
H -0.2669 -1.7521 3.9105 0.310
H -0.5222 -0.4418 3.1715 0.300
O 0.5387 0.1617 -0.2610 -0.684
H 0.8098 0.3466 0.6449 0.302
H -0.0523 0.8993 -0.5059 0.360
O -1.5350 1.6327 -3.8401 -0.647
H -2.3516 1.1252 -3.8730 0.286
H -1.2716 1.6260 -2.9011 0.386
O -1.6736 1.7800 -0.9817 -0.728
H -1.8396 2.6771 -0.6630 0.327
H -2.5035 1.3070 -0.8391 0.330
```

Record 5
Density functional theory data (ωB97M-V/def2-TZVPD) for 2 unconnected molecules or ions with the total composition C5H10N.

**Kohn-Sham gap (spin up / spin down)**: 0.38958 / 0.21200 Ha
**LUMO energy (spin up / spin down)**: -3.43 / -6.34 eV
**Strongest force on any atom**: 2.371 eV/Å
**Total charge**: +1
**HOMO (spin up / spin down)**: -14.033 / -12.111 eV
**ΔE to the lowest compared entry with this formula, charge and spin**: 621.9 kJ/mol

Geometry as XYZ:
```
16
Properties=species:S:1:pos:R:3:mulliken_charge:R:1
C 0.4623 -1.2321 0.3124 0.693
C 0.6166 -2.2494 1.1722 -0.740
C 0.0083 -0.4153 -0.6647 -0.250
C -3.2142 1.2909 -0.9440 -0.929
C 1.8283 0.9381 0.4010 -0.806
N 1.4135 -0.2145 -0.3981 -0.078
H 1.5770 -2.5194 1.7596 0.275
H -0.1608 -2.9730 1.1984 0.300
H -0.7736 0.2355 -0.8946 0.248
H -4.1064 0.7954 -0.6400 0.303
H -2.8108 1.1728 -1.9951 0.306
H -2.6991 1.9280 -0.2381 0.336
H 2.2302 1.7549 -0.1090 0.362
H 0.9173 1.2215 0.9168 0.324
H 2.5341 0.7144 1.1851 0.332
H 2.1773 -0.4478 -1.0620 0.323
```

Record 6
Density functional theory data (ωB97M-V/def2-TZVPD) for a molecular structure, C2H3BrI2O.

**Kohn-Sham gap**: 0.28994 Ha
**LUMO energy**: -0.55 eV
**Strongest force on any atom**: 2.474 eV/Å
**Total charge**: 0
**HOMO**: -8.440 eV
**ΔE to the lowest compared entry with this formula, charge and spin**: 57.8 kJ/mol

Geometry as XYZ:
```
9
Properties=species:S:1:pos:R:3:mulliken_charge:R:1
C 2.1354 0.4322 -1.0696 -0.047
C -1.2104 -0.6375 1.3319 -0.352
O 1.7072 1.5337 -1.2758 -0.391
Br -0.5016 -1.5049 -0.3300 -0.171
I 2.6396 -0.0863 1.0033 0.006
I -2.9902 0.6667 0.7510 0.242
H 2.4418 -0.4307 -1.7347 0.407
H -1.9915 -1.4472 1.7475 0.146
H -2.2303 1.4740 -0.4238 0.159
```